--- one ---
Here is an isolated molecule of C3H3NO3 from the Open Molecules 2025 dataset. Energies are from ωB97M-V/def2-TZVPD.

Summary:
Kohn-Sham gap = 0.3900 hartree
SMILES = [H]/N=C(/C=O)OC=O

The geometry in ORCA input format:
```
! wB97M-V def2-TZVPD RIJCOSX def2/J DEFGRID3
* xyz 0 1
H 0.867 -1.283 -1.178
N 1.323 -0.655 -0.522
C 0.526 0.081 0.097
C 1.061 1.194 0.959
O 1.074 2.211 0.311
O -0.837 0.313 -0.136
C -1.619 -0.747 -0.436
O -1.232 -1.875 -0.564
H 1.497 1.174 1.987
H -2.662 -0.412 -0.518
*
```

--- two ---
Here is an isolated molecule of C3H3NO3 from the Open Molecules 2025 dataset. Energies are from ωB97M-V/def2-TZVPD.

Summary:
Kohn-Sham gap = 0.3828 hartree
SMILES = [H]/N=C(/C=O)OC=O

The geometry in ORCA input format:
```
! wB97M-V def2-TZVPD RIJCOSX def2/J DEFGRID3
* xyz 0 1
H 2.329 -0.801 -0.606
N 1.920 -0.530 0.290
C 0.685 -0.297 0.188
C -0.050 0.119 1.436
O -1.193 0.501 1.429
O -0.048 -0.497 -0.944
C -1.140 0.290 -1.270
O -2.016 -0.155 -1.939
H 0.568 0.039 2.346
H -1.055 1.331 -0.931
*
```

Least stable structure: one

--- one ---
Here is an isolated molecule of C3H3NO3 from the Open Molecules 2025 dataset. Energies are from ωB97M-V/def2-TZVPD.

Summary:
Kohn-Sham gap = 0.3352 hartree
SMILES = O=CC(C=O)=NO

The geometry in ORCA input format:
```
! wB97M-V def2-TZVPD RIJCOSX def2/J DEFGRID3
* xyz 0 1
O -2.386 0.173 0.790
C -1.222 0.199 1.059
C -0.232 -0.014 0.063
C -0.399 -0.368 -1.381
O -1.202 0.022 -2.211
N 0.905 0.012 0.731
O 2.003 0.008 -0.063
H -0.628 0.638 2.071
H 0.419 -1.109 -1.454
H 2.743 0.439 0.395
*
```

--- two ---
Here is an isolated molecule of C3H3NO3 from the Open Molecules 2025 dataset. Energies are from ωB97M-V/def2-TZVPD.

Summary:
Kohn-Sham gap = 0.3374 hartree
SMILES = O=CC(C=O)=NO

The geometry in ORCA input format:
```
! wB97M-V def2-TZVPD RIJCOSX def2/J DEFGRID3
* xyz 0 1
O -2.289 -0.661 -0.931
C -1.121 -0.457 -1.155
C -0.112 -0.063 -0.133
C -0.338 -0.216 1.332
O -1.158 -0.989 1.792
N 0.934 0.464 -0.653
O 1.867 0.845 0.245
H -0.700 -0.502 -2.200
H 0.322 0.394 1.972
H 2.596 1.186 -0.269
*
```

--- three ---
Here is an isolated molecule of C3H3NO3 from the Open Molecules 2025 dataset. Energies are from ωB97M-V/def2-TZVPD.

Summary:
Kohn-Sham gap = 0.3539 hartree
SMILES = [H]/N=C(\C=O)OC=O

The geometry in ORCA input format:
```
! wB97M-V def2-TZVPD RIJCOSX def2/J DEFGRID3
* xyz 0 1
H -0.557 1.992 -0.854
N -0.015 1.301 -0.397
C -0.395 0.144 -0.058
C -1.692 -0.770 -0.065
O -1.606 -1.923 0.270
O 0.562 -0.603 0.547
C 1.829 -0.074 0.333
O 2.670 -0.163 1.177
H -2.686 -0.356 -0.318
H 1.890 0.453 -0.636
*
```

Least stable structure: one

--- one ---
Here is an isolated molecule of C3H3NO3 from the Open Molecules 2025 dataset. Energies are from ωB97M-V/def2-TZVPD.

Summary:
Kohn-Sham gap (alpha / beta) = 0.2359 / 0.2210 hartree

The geometry in ORCA input format:
```
! wB97M-V def2-TZVPD RIJCOSX def2/J DEFGRID3
* xyz 0 1
C -0.485 -1.091 -0.070
C -1.501 -0.156 0.075
C 0.916 -0.666 0.046
N 0.975 0.683 0.313
O 1.840 -1.466 0.024
O -1.317 1.075 0.219
O 1.605 1.657 -0.362
H -0.557 -2.208 -0.226
H -2.652 -0.407 0.063
H 1.176 2.581 -0.082
*
```

--- two ---
Here is a structure of composition C3H3NO3 from the Open Molecules 2025 dataset. Energies are from ωB97M-V/def2-TZVPD.

Summary:
Kohn-Sham gap = 0.3436 hartree

The geometry in ORCA input format:
```
! wB97M-V def2-TZVPD RIJCOSX def2/J DEFGRID3
* xyz 0 1
N 1.264 -1.327 -0.628
C 0.581 -0.281 -0.426
O -0.682 -0.033 -1.006
C -1.753 0.149 -0.222
O -1.560 -0.153 1.046
C 1.185 0.871 0.338
O 0.634 1.937 0.497
H 0.742 -2.013 -1.187
H -2.611 0.220 0.870
H 2.199 0.631 0.718
*
```

Least stable structure: one

--- one ---
Here is an isolated molecule of C3H3NO3 from the Open Molecules 2025 dataset. Energies are from ωB97M-V/def2-TZVPD.

Summary:
Kohn-Sham gap = 0.3799 hartree
SMILES = [H]/N=C(/C=O)OC=O

The geometry in ORCA input format:
```
! wB97M-V def2-TZVPD RIJCOSX def2/J DEFGRID3
* xyz 0 1
H 0.858 -1.592 1.267
N 1.237 -0.663 1.071
C 0.649 -0.123 0.102
C 1.047 1.259 -0.346
O 0.516 1.827 -1.265
O -0.337 -0.716 -0.673
C -1.615 -0.580 -0.235
O -1.934 -0.082 0.805
H 1.866 1.686 0.257
H -2.288 -1.016 -0.982
*
```

--- two ---
Here is an isolated molecule of C3H3NO3 from the Open Molecules 2025 dataset. Energies are from ωB97M-V/def2-TZVPD.

Summary:
Kohn-Sham gap = 0.3397 hartree
SMILES = CC#CO[N+](=O)[O-]

The geometry in ORCA input format:
```
! wB97M-V def2-TZVPD RIJCOSX def2/J DEFGRID3
* xyz 0 1
C -0.129 -0.067 -0.118
C 0.713 1.148 -0.034
C 1.233 2.208 -0.332
O 1.787 3.313 -0.708
N 2.054 3.464 -2.245
O 2.607 4.472 -2.524
O 1.767 2.480 -2.868
H -0.227 -0.467 0.928
H -1.076 0.083 -0.496
H 0.446 -0.890 -0.559
*
```

--- three ---
Here is an isolated molecule of C3H3NO3 from the Open Molecules 2025 dataset. Energies are from ωB97M-V/def2-TZVPD.

Summary:
Kohn-Sham gap = 0.3633 hartree
SMILES = O=CNC(=O)C=O

The geometry in ORCA input format:
```
! wB97M-V def2-TZVPD RIJCOSX def2/J DEFGRID3
* xyz 0 1
O -2.232 0.228 1.510
C -1.665 -0.328 0.625
N -0.209 -0.603 0.611
C 0.265 0.323 -0.253
O -0.523 1.157 -0.669
C 1.713 0.379 -0.718
O 2.013 1.232 -1.508
H -2.116 -0.676 -0.316
H 0.305 -1.373 1.025
H 2.449 -0.338 -0.306
*
```

Least stable structure: two